Density functional theory data (ωB97M-V/def2-TZVPD) for 2 unconnected molecules or ions with the total composition C27H44FN4O10P3S3 at a distorted geometry.

The geometry in XYZ format:
```
92
Properties=species:S:1:pos:R:3:mulliken_charge:R:1
C 3.068 -1.222 0.679 -0.54
C 1.755 -0.982 1.688 -0.15
P 0.212 -0.975 0.638 -0.67
C -0.479 -2.675 0.163 -0.25
C 0.494 -3.961 0.604 -0.75
C -1.190 0.244 1.243 0.54
C -0.430 1.553 1.814 -1.16
C 0.570 2.383 0.853 -0.42
C 0.436 2.197 -0.756 -0.34
O 2.008 2.205 1.243 -0.24
C 2.832 3.317 0.749 -0.65
C 3.930 2.617 -0.301 0.71
C 5.326 1.998 0.361 -0.60
C 6.404 1.251 -0.670 -0.37
C 6.152 1.088 -2.291 -0.44
C 4.788 1.735 -2.946 -0.44
C 3.704 2.487 -1.922 -0.15
O -2.013 0.336 0.088 0.31
C -3.287 0.962 0.071 -0.28
C -4.561 0.086 0.710 -0.07
C -6.031 0.538 0.153 -0.13
N -6.793 -0.369 -0.542 -0.66
C -3.652 0.960 -1.573 -0.88
C -3.827 -0.556 -2.180 -0.43
S -2.816 -0.853 -3.771 -0.12
C -2.632 -2.755 -3.760 0.40
N -1.434 -3.619 -4.081 -0.25
N -1.965 -4.906 -3.831 -0.25
C -3.417 -4.853 -3.370 -0.01
O -3.861 -3.441 -3.330 -0.22
S -3.469 2.735 0.597 1.38
O -2.277 3.673 0.157 -0.57
O -4.740 3.471 0.012 -0.60
F -3.662 2.962 2.322 -0.33
C -1.848 -0.540 2.566 -0.68
N -2.564 0.444 3.517 -0.36
C -3.404 -0.230 4.368 0.16
S -4.822 -0.953 5.056 -0.10
O -0.874 -1.223 3.413 -0.30
C -1.073 -2.668 3.510 0.07
P -1.862 -3.267 5.161 -0.17
P -2.473 -5.355 4.700 0.89
O -3.978 -5.440 4.212 -0.61
O -1.493 -5.852 3.304 -0.58
O -2.081 -6.472 5.985 -0.51
H 3.700 -2.168 1.044 0.29
H 2.642 -1.447 -0.386 0.28
H 3.765 -0.285 0.753 -0.09
H 1.739 -1.967 2.365 0.35
H 1.941 -0.102 2.431 0.35
H -0.495 -2.721 -1.030 0.37
H -1.615 -2.862 0.479 0.22
H 0.344 -4.852 -0.174 0.33
H 0.253 -4.356 1.680 0.13
H 1.630 -3.676 0.582 0.20
H -1.187 2.337 2.303 0.62
H 0.219 1.186 2.749 0.45
H 0.369 3.543 1.063 0.42
H 0.930 3.152 -1.276 0.31
H 1.037 1.271 -1.200 0.24
H -0.649 2.144 -1.188 -0.28
H 2.254 4.139 0.148 0.32
H 3.419 3.898 1.610 0.33
H 5.589 2.065 1.518 0.26
H 7.405 0.793 -0.246 0.27
H 6.886 0.535 -3.016 0.32
H 4.521 1.658 -4.095 0.31
H 2.743 2.922 -2.461 0.22
H -4.418 -1.080 0.496 0.25
H -4.614 0.169 1.890 0.11
H -6.529 1.603 0.346 0.33
H -6.276 -1.276 -0.631 0.31
H -4.504 1.699 -1.857 0.50
H -2.659 1.395 -2.075 0.50
H -3.370 -1.332 -1.398 0.11
H -4.953 -0.773 -2.439 0.45
H -4.161 -5.695 -3.047 0.33
H -2.679 -1.291 2.225 0.67
H -1.665 -3.169 2.637 -0.11
H 0.014 -3.161 3.486 0.35
H -0.848 -3.318 6.219 0.11
H -2.042 -5.747 2.463 0.34
H -1.869 -7.334 5.518 0.32
C 5.912 6.173 -4.835 -1.18
C 5.278 4.949 -4.207 -0.09
O 4.959 3.998 -5.211 -0.52
H 5.234 6.626 -5.566 0.29
H 6.160 6.918 -4.074 0.35
H 6.826 5.902 -5.374 0.34
H 4.354 5.221 -3.688 0.26
H 5.955 4.484 -3.484 0.25
H 5.788 3.757 -5.660 0.30
```

Calculated values
F_max = 10.6 eV/A
HOMO energy = -7.749 eV
SMILES = [H]/N=C\C[C@](CCSc1nnco1)(O[C@@](C[C@H](C)OCc1ccccc1)([C@H](N=C=S)OCPP(=O)(O)O)P(CC)CC)S(=O)(=O)F.CCO
Kohn-Sham gap = 6.579 eV
energy above the lowest of the compared OMol25 structures with the same formula, charge and spin = 515.59 kcal/mol
E_LUMO = -1.17 eV
spin multiplicity = 1



Density functional theory data (ωB97M-V/def2-TZVPD) for a molecular structure, C11H8NO5Sr at a distorted geometry.

The geometry in XYZ format:
```
26
Properties=species:S:1:pos:R:3:mulliken_charge:R:1
O -4.665 2.488 -1.352 -0.13
C -3.686 1.942 -1.107 0.16
Sr -0.542 -0.020 -0.619 1.60
C 1.687 -1.456 -1.098 -0.20
O 2.626 -2.090 -0.869 0.04
C 0.147 0.728 1.602 -0.26
O 0.757 0.939 2.596 -0.19
C -2.091 -1.520 1.179 0.13
O -2.393 -2.389 1.890 -0.08
C 1.046 2.315 -0.811 0.02
O 1.762 3.249 -0.921 -0.04
H -1.461 1.433 0.962 -0.14
C 3.449 -5.670 2.971 -1.38
C 2.671 -4.490 2.512 0.89
C 1.464 -4.657 1.855 -0.77
C 0.829 -3.572 1.286 -0.11
N 1.290 -2.339 1.480 -0.05
C 2.408 -2.121 2.166 -0.23
C 3.091 -3.175 2.756 -0.70
H 2.927 -6.354 3.664 0.33
H 3.772 -6.343 2.149 0.31
H 4.381 -5.401 3.488 0.35
H 1.025 -5.626 1.749 0.45
H -0.111 -3.641 0.671 0.30
H 2.723 -1.054 2.271 0.29
H 3.940 -2.978 3.363 0.42
```

Calculated values
total charge = +1
F_max = 6.9 eV/A
HOMO energy = -10.988 eV
Kohn-Sham gap = 6.767 eV
E_LUMO = -4.22 eV
spin multiplicity = 1



Density functional theory data (ωB97M-V/def2-TZVPD) for 2 unconnected molecules or ions with the total composition C3H6N2O2S at a distorted geometry.

The geometry in XYZ format:
```
14
Properties=species:S:1:pos:R:3:mulliken_charge:R:1
C 0.533 1.702 -0.554 -1.10
C 0.857 0.306 -0.222 0.72
C -2.700 -1.246 0.926 -0.04
H 1.444 2.347 -0.930 0.29
H -0.415 1.951 -1.226 0.31
H 0.306 2.208 0.459 0.33
H 2.749 -0.134 -1.086 0.22
H 1.031 -1.763 -0.230 0.43
H -4.009 -1.088 0.111 0.26
N 2.124 -0.291 -0.345 -0.14
N -0.088 -0.489 0.297 -0.50
O 2.114 -1.580 0.183 -0.40
O -2.363 -1.974 2.283 -0.44
S -1.584 0.051 0.334 0.07
```

Calculated values
F_max = 10.4 eV/A
HOMO energy = -8.587 eV
Kohn-Sham gap = 7.484 eV
energy above the lowest of the compared OMol25 structures with the same formula, charge and spin = 235.34 kcal/mol
E_LUMO = -1.10 eV
spin multiplicity = 1



Density functional theory data (ωB97M-V/def2-TZVPD) for a molecular structure, C14H10Cl5N2OsS at a distorted geometry.

The geometry in XYZ format:
```
33
Properties=species:S:1:pos:R:3:lowdin_spin:R:1
Os -0.235 0.278 -0.163 2.39
Cl -3.543 -1.096 -1.717 0.02
C -2.330 -2.096 -1.029 0.04
C -1.126 -1.527 -0.638 0.11
C -0.142 -2.390 -0.164 0.07
Cl 1.330 -1.531 0.219 0.07
C -0.308 -3.750 0.007 0.00
Cl 0.948 -4.739 0.620 0.00
C -1.558 -4.286 -0.343 0.04
Cl -1.841 -5.957 -0.133 0.01
C -2.563 -3.465 -0.871 0.00
Cl -4.074 -4.147 -1.301 0.00
C 0.902 1.960 -0.462 0.85
H 0.576 2.995 -0.505 0.07
H 1.955 1.906 -0.188 0.08
N -1.907 2.472 -2.137 0.03
C -2.629 2.466 -1.026 0.03
S -2.147 1.484 0.324 0.15
N -3.732 3.172 -0.836 0.02
C -4.397 4.121 -1.645 0.00
C -5.750 4.333 -1.384 0.00
C -6.462 5.271 -2.107 0.00
C -5.838 6.008 -3.102 0.00
C -4.490 5.812 -3.348 0.00
C -3.763 4.883 -2.622 0.00
H -1.077 1.881 -2.154 0.02
H -2.215 2.932 -2.982 0.00
H -4.205 2.970 0.038 0.00
H -6.246 3.763 -0.611 0.00
H -7.504 5.432 -1.891 0.00
H -6.392 6.750 -3.657 0.00
H -3.995 6.398 -4.105 0.00
H -2.699 4.814 -2.789 0.00
```

Calculated values
total charge = +1
F_max = 2.2 eV/A
HOMO energy (spin up / spin down) = -11.019 / -12.097 eV
Kohn-Sham gap (spin up / spin down) = 7.639 / 6.714 eV
energy above the lowest of the compared OMol25 structures with the same formula, charge and spin = 21.52 kcal/mol
<S²> = 6.023
E_LUMO (spin up / spin down) = -3.38 / -5.38 eV
spin multiplicity = 5



Density functional theory data (ωB97M-V/def2-TZVPD) for a molecular structure, C29H45Ge2N6OPtS.

The geometry in XYZ format:
```
85
Properties=species:S:1:pos:R:3:lowdin_spin:R:1
Pt 0.129 0.346 -0.449 1.02
C 1.442 -0.754 4.163 0.00
C 1.568 -0.104 2.783 0.02
Ge -0.178 0.379 2.014 0.07
C -0.772 2.162 2.574 0.01
C -1.161 2.205 4.054 0.00
C -1.461 -0.977 2.539 0.03
C -1.923 -1.908 1.699 0.02
Ge -1.365 -1.671 -0.165 0.19
C -0.370 -3.198 -0.907 0.03
C -0.901 -4.598 -0.597 0.01
C -2.686 -0.802 -1.388 0.09
C -3.977 -1.600 -1.585 0.03
C -2.712 -3.088 2.139 0.00
C -2.694 -3.518 3.470 0.00
C -3.434 -4.615 3.872 0.00
C -4.201 -5.321 2.953 0.00
C -4.206 -4.928 1.625 0.00
C -3.461 -3.827 1.227 0.00
H 2.426 -0.987 4.573 0.00
H 0.874 -1.686 4.113 0.00
H 0.940 -0.098 4.877 0.00
H 2.082 -0.784 2.099 0.00
H 2.167 0.804 2.851 0.00
H -1.614 2.446 1.944 0.00
H 0.043 2.863 2.371 0.00
H -1.971 1.507 4.274 0.00
H -1.506 3.201 4.338 0.00
H -0.320 1.957 4.704 0.00
H -1.726 -1.034 3.594 0.00
H 0.647 -3.093 -0.511 0.00
H -0.311 -3.023 -1.983 0.00
H -0.998 -4.770 0.475 0.00
H -0.221 -5.352 -0.995 0.00
H -1.879 -4.769 -1.050 0.00
H -2.175 -0.667 -2.343 0.00
H -2.903 0.186 -0.985 0.00
H -3.788 -2.603 -1.973 0.00
H -4.606 -1.083 -2.312 0.01
H -4.548 -1.684 -0.662 0.00
H -2.078 -3.005 4.198 0.00
H -3.404 -4.931 4.907 0.00
H -4.776 -6.181 3.269 0.00
H -4.785 -5.479 0.895 0.00
H -3.464 -3.549 0.180 0.00
C 4.318 0.747 -3.851 0.00
N 2.890 0.560 -3.597 0.00
C 2.224 -0.477 -3.110 0.00
S 0.504 -0.290 -2.872 0.06
N 2.750 -1.669 -2.882 0.00
C 4.058 -2.213 -3.257 0.00
H 4.537 1.805 -3.716 0.00
H 4.580 0.464 -4.870 0.00
H 4.919 0.190 -3.140 0.00
H 2.296 1.351 -3.775 0.00
H 2.100 -2.309 -2.460 0.00
H 4.356 -1.842 -4.235 0.00
H 3.948 -3.292 -3.329 0.00
H 4.820 -1.980 -2.519 0.00
O -1.282 2.146 -0.548 0.11
C -1.458 3.060 -1.367 0.01
C -0.984 3.033 -2.782 0.00
C 0.437 3.652 -2.710 0.00
C 0.589 4.972 -1.925 0.00
C 0.404 4.873 -0.395 0.00
C -1.062 4.930 0.065 0.00
N -1.916 4.268 -0.945 0.01
H -1.636 3.648 -3.406 0.00
H -0.941 2.025 -3.184 0.00
H 0.782 3.806 -3.734 0.00
H 1.095 2.910 -2.246 0.00
H -0.076 5.738 -2.340 0.00
H 1.599 5.336 -2.118 0.00
H 0.954 5.680 0.092 0.00
H 0.858 3.939 -0.048 0.00
H -1.417 5.956 0.146 0.00
H -1.200 4.453 1.031 0.00
H -2.097 4.885 -1.722 0.00
N 1.900 1.423 -0.299 0.11
C 2.959 1.255 0.189 0.01
C 4.200 1.053 0.713 0.07
C 4.545 1.612 1.973 0.01
N 4.785 2.065 3.004 0.03
C 5.108 0.257 -0.031 0.01
N 5.811 -0.390 -0.674 0.03
```

Calculated values
total charge = +1
F_max = 0.5 eV/A
HOMO energy (spin up / spin down) = -10.890 / -10.962 eV
Kohn-Sham gap (spin up / spin down) = 8.555 / 5.286 eV
energy above the lowest of the compared OMol25 structures with the same formula, charge and spin = 14.70 kcal/mol
<S²> = 2.014
E_LUMO (spin up / spin down) = -2.33 / -5.68 eV
spin multiplicity = 3



Density functional theory data (ωB97M-V/def2-TZVPD) for 2 unconnected molecules or ions with the total composition CH3BrI2OSi at a distorted geometry.

The geometry in XYZ format:
```
9
Properties=species:S:1:pos:R:3:mulliken_charge:R:1
C -0.361 0.376 -0.862 -0.40
O -0.002 0.672 0.464 -0.01
Si 0.771 0.032 1.686 0.03
Br 2.649 -0.991 1.096 -0.20
I 0.931 1.794 3.372 -0.06
I -2.609 -2.822 -2.147 0.00
H -0.410 1.324 -1.399 0.23
H -1.340 -0.104 -0.876 0.14
H 0.371 -0.281 -1.333 0.26
```

Calculated values
F_max = 1.4 eV/A
HOMO energy (spin up / spin down) = -9.898 / -7.634 eV
Kohn-Sham gap (spin up / spin down) = 8.675 / 4.019 eV
energy above the lowest of the compared OMol25 structures with the same formula, charge and spin = 65.12 kcal/mol
E_LUMO (spin up / spin down) = -1.22 / -3.61 eV
spin multiplicity = 1